Here is C34H37BiN5OP2 as an isolated structure from the OMol25 dataset. Energies are from ωB97M-V/def2-TZVPD.

Element x y z (Å)
Bi: -0.54919 0.21860 -2.47562
C: 1.89999 -2.25013 -3.08227
N: 2.82253 -1.19950 -3.48265
C: 2.73501 0.07606 -3.10604
N: 3.74266 0.90220 -3.39732
O: 1.72915 0.53835 -2.46691
H: 2.44229 -3.19072 -3.02263
H: 1.08616 -2.37103 -3.80008
H: 1.51858 -2.04092 -2.08182
H: 3.60316 -1.46854 -4.06145
H: 4.59774 0.58833 -3.82634
H: 3.64960 1.88080 -3.19109
C: -0.41692 1.03752 1.22198
P: -0.37655 -0.39757 0.13866
C: 1.09766 -1.38515 0.33925
C: 2.33266 -0.72879 0.33806
C: 3.49604 -1.45682 0.51092
C: 3.43371 -2.83623 0.67583
C: 2.20812 -3.48950 0.68248
C: 1.03541 -2.76945 0.51768
C: -1.88415 -1.36436 0.18718
C: -2.94092 -1.02282 1.03206
C: -4.13901 -1.72019 0.94844
C: -4.29052 -2.74511 0.02371
C: -3.24411 -3.08005 -0.82970
C: -2.04540 -2.38853 -0.75497
P: -0.16298 0.97701 3.12368
C: 1.61700 0.58926 3.19724
C: 2.47978 1.57356 2.70275
C: 3.85319 1.42553 2.79401
C: 4.38743 0.29836 3.40888
C: 3.54128 -0.66269 3.93920
C: 2.16254 -0.52011 3.83788
C: -1.05263 -0.51394 3.65119
C: -0.70212 -1.83491 3.35663
C: -1.49331 -2.88474 3.78912
C: -2.64929 -2.62999 4.52057
C: -3.00324 -1.32554 4.82938
C: -2.20547 -0.27149 4.40067
H: -1.35328 1.56843 1.02674
H: 0.39318 1.69473 0.89588
H: 2.39028 0.34658 0.23234
H: 4.44972 -0.94730 0.54056
H: 4.34433 -3.40262 0.82042
H: 2.16330 -4.55949 0.83414
H: 0.08375 -3.28169 0.56277
H: -2.82955 -0.24786 1.77974
H: -4.94915 -1.46949 1.62010
H: -5.22358 -3.28995 -0.03011
H: -3.36086 -3.88419 -1.54378
H: -1.22781 -2.67680 -1.41084
H: 2.07510 2.49283 2.28702
H: 4.50823 2.20518 2.42737
H: 5.45952 0.19143 3.50767
H: 3.95163 -1.52010 4.45622
H: 1.52416 -1.26353 4.29404
H: 0.20953 -2.04485 2.81136
H: -1.20471 -3.90620 3.57580
H: -3.26040 -3.45265 4.86777
H: -3.88662 -1.12651 5.42107
H: -2.47280 0.74560 4.66229
N: -2.95768 0.72214 -1.99542
H: -3.18969 1.71192 -2.06215
H: -3.25436 0.39417 -1.07565
H: -3.55569 0.24212 -2.66696
N: 0.07605 4.50576 -1.91803
C: 0.29982 3.22369 -1.65437
N: -0.46642 2.43720 -2.40141
C: -1.22343 3.28081 -3.23334
C: -2.13637 3.00080 -4.25011
C: -2.70383 4.08124 -4.89393
C: -2.37698 5.40395 -4.54858
C: -1.45930 5.68915 -3.56059
C: -0.88919 4.59573 -2.91639
H: 0.54280 5.28142 -1.46903
H: 1.02550 2.87796 -0.93719
H: -2.37606 1.99030 -4.55888
H: -3.41075 3.91001 -5.69405
H: -2.84920 6.21640 -5.08304
H: -1.19512 6.70690 -3.30802

For the LUMO energy, the calculation gives -8.823 eV. The total charge is +3. The calculation puts the total energy at -69752.403 eV. For the max |F|, the calculation gives 0.1 eV/Å. The HOMO energy is -15.34 eV. The value obtained for the frontier orbital gap is 6.52 eV.